(1)
Entry from the OMol25 dataset: a 2-piece molecular cluster, C4H5FN2O5S overall in a non-equilibrium geometry (the ωB97M-V functional and the def2-TZVPD basis).

## Properties
* HOMO-LUMO gap (alpha / beta): 7.8 / 7.8 eV
* energy above the lowest of the compared OMol25 structures with the same formula, charge and spin: 53.1 kcal per mole
* HOMO level (alpha / beta): -10.16 / -10.16 eV
* lowest unoccupied orbital energy (alpha / beta): -2.3 / -2.3 eV
* E_tot: -30990.8489 eV

CARTESIAN COORDINATES (ANGSTROEM)
C (-2.06, -0.90, -0.68)
C (-3.14, -1.80, -0.03)
C (2.05, 0.88, 0.58)
C (1.03, 0.73, -0.47)
N (2.58, -0.42, 1.18)
N (0.47, 2.10, -0.87)
O (-2.08, -0.51, -1.81)
O (3.67, -0.17, 1.71)
O (2.04, -1.50, 1.13)
O (0.18, 2.80, 0.05)
O (0.40, 2.40, -2.02)
F (1.33, 0.03, -1.49)
S (-0.95, -0.39, 0.59)
H (-3.61, -1.22, 0.90)
H (-2.73, -2.72, 0.48)
H (-3.90, -2.18, -0.86)
H (2.95, 1.35, 0.18)
H (1.77, 1.53, 1.41)



(2)
Entry from the OMol25 dataset: C4H11NO2 in the gas phase in a non-equilibrium geometry (the ωB97M-V functional and the def2-TZVPD basis).

## Properties
* HOMO-LUMO gap: 10.2 eV
* energy above the lowest of the compared OMol25 structures with the same formula, charge and spin: 71.0 kcal per mole
* HOMO level: -9.40 eV
* lowest unoccupied orbital energy: 0.8 eV
* structure (SMILES): C[C@@H](CO)N(C)O
* E_tot: -9909.1610 eV

CARTESIAN COORDINATES (ANGSTROEM)
C (0.71, -1.56, -0.62)
C (0.11, -0.45, 0.23)
C (1.22, 0.74, 0.40)
O (2.50, 0.22, 0.57)
N (-0.97, 0.21, -0.43)
C (-1.67, 1.21, 0.36)
O (-2.01, -0.95, -0.56)
H (1.64, -1.90, -0.18)
H (0.04, -2.42, -0.64)
H (0.88, -1.21, -1.64)
H (-0.14, -0.82, 1.23)
H (0.94, 1.29, 1.31)
H (1.21, 1.44, -0.44)
H (3.14, 0.90, 0.34)
H (-1.78, 0.93, 1.41)
H (-1.13, 2.16, 0.27)
H (-2.65, 1.34, -0.08)
H (-2.04, -1.15, -1.51)



(3)
Entry from the OMol25 dataset: a 2-piece molecular cluster, C5H15NO overall in a non-equilibrium geometry (the ωB97M-V functional and the def2-TZVPD basis).

## Properties
* HOMO-LUMO gap: 8.4 eV
* energy above the lowest of the compared OMol25 structures with the same formula, charge and spin: 51.7 kcal per mole
* HOMO level: -7.69 eV
* lowest unoccupied orbital energy: 0.7 eV
* structure (SMILES): CCN(C)CC.O
* E_tot: -8964.1166 eV

CARTESIAN COORDINATES (ANGSTROEM)
C (-0.13, 1.43, 2.87)
C (0.61, 0.45, 1.89)
N (-0.20, -0.23, 0.92)
C (-1.42, -0.93, 1.33)
C (0.34, -0.51, -0.42)
C (-0.47, 0.21, -1.49)
H (-1.13, 1.02, 2.73)
H (-0.19, 2.48, 2.59)
H (0.28, 1.49, 3.87)
H (1.35, 1.06, 1.38)
H (1.12, -0.30, 2.54)
H (-2.00, -0.31, 1.99)
H (-2.04, -1.06, 0.43)
H (-1.11, -1.93, 1.63)
H (1.42, -0.56, -0.28)
H (0.10, -1.60, -0.54)
H (-0.53, 1.29, -1.44)
H (-0.07, 0.05, -2.50)
H (-1.42, -0.29, -1.36)
O (2.25, -0.56, -5.49)
H (1.76, -1.22, -4.98)
H (1.50, 0.04, -5.65)



(4)
Entry from the OMol25 dataset: C23H58Cl4O5S5 as an isolated structure in a non-equilibrium geometry (the ωB97M-V functional and the def2-TZVPD basis).

## Properties
* HOMO-LUMO gap: 8.5 eV
* energy above the lowest of the compared OMol25 structures with the same formula, charge and spin: 64.0 kcal per mole
* HOMO level: -8.61 eV
* lowest unoccupied orbital energy: -0.1 eV
* E_tot: -139288.2570 eV

CARTESIAN COORDINATES (ANGSTROEM)
C (-22.17, -25.52, -17.89)
S (-22.92, -25.27, -19.56)
O (-23.96, -26.31, -19.59)
C (-23.81, -23.73, -18.98)
H (-21.30, -26.17, -17.98)
H (-22.93, -25.86, -17.18)
H (-21.67, -24.61, -17.56)
H (-23.14, -23.07, -18.43)
H (-24.61, -23.94, -18.26)
H (-24.28, -23.28, -19.85)
C (-25.86, -22.22, -23.42)
S (-25.00, -21.51, -21.98)
O (-24.55, -20.14, -22.42)
C (-26.47, -21.24, -20.87)
H (-26.55, -21.53, -23.92)
H (-26.39, -23.07, -23.01)
H (-25.20, -22.47, -24.25)
H (-26.33, -20.41, -20.18)
H (-26.74, -22.18, -20.38)
H (-27.23, -20.99, -21.61)
C (-25.61, -24.69, -15.09)
S (-26.47, -25.71, -13.75)
O (-27.73, -26.18, -14.48)
C (-25.34, -27.11, -13.74)
H (-26.28, -24.12, -15.74)
H (-24.87, -25.24, -15.67)
H (-25.01, -24.00, -14.50)
H (-24.37, -26.88, -13.30)
H (-25.28, -27.45, -14.78)
H (-25.76, -27.93, -13.15)
C (-31.76, -25.10, -13.91)
S (-31.46, -23.89, -12.61)
O (-31.08, -24.64, -11.36)
C (-33.29, -23.59, -12.49)
H (-30.75, -25.26, -14.29)
H (-32.38, -24.66, -14.69)
H (-32.23, -26.05, -13.65)
H (-33.63, -22.81, -13.17)
H (-33.43, -23.29, -11.45)
H (-33.80, -24.55, -12.58)
C (-31.02, -29.31, -16.71)
S (-29.31, -29.63, -17.30)
O (-29.54, -29.45, -18.81)
C (-28.49, -28.08, -16.71)
H (-30.98, -29.42, -15.62)
H (-31.74, -29.98, -17.17)
H (-31.31, -28.28, -16.94)
H (-28.93, -27.21, -17.20)
H (-27.43, -28.17, -16.91)
H (-28.70, -27.93, -15.65)
C (-28.22, -23.59, -17.89)
Cl (-29.13, -22.78, -19.15)
Cl (-26.90, -22.51, -17.46)
Cl (-29.28, -24.09, -16.57)
Cl (-27.70, -25.07, -18.75)
C (-32.92, -21.65, -18.34)
C (-32.81, -23.04, -18.92)
C (-33.87, -24.02, -18.50)
C (-33.36, -24.62, -17.22)
C (-34.18, -25.77, -16.51)
C (-35.45, -25.17, -15.78)
H (-33.34, -21.58, -17.33)
H (-33.74, -21.19, -18.89)
H (-32.03, -21.04, -18.42)
H (-32.78, -22.94, -20.00)
H (-31.83, -23.44, -18.62)
H (-33.89, -24.80, -19.26)
H (-34.90, -23.70, -18.36)
H (-32.40, -25.11, -17.37)
H (-33.20, -23.80, -16.52)
H (-34.57, -26.59, -17.11)
H (-33.54, -26.17, -15.72)
H (-35.24, -24.43, -15.01)
H (-36.17, -24.73, -16.46)
H (-36.05, -25.96, -15.33)
C (-28.71, -18.27, -19.20)
C (-27.98, -18.87, -18.02)
C (-28.86, -19.04, -16.73)
C (-30.16, -19.88, -16.95)
C (-30.59, -20.76, -15.72)
C (-30.97, -19.90, -14.41)
H (-28.92, -17.22, -18.97)
H (-29.62, -18.80, -19.46)
H (-27.95, -18.34, -19.98)
H (-27.59, -19.88, -18.14)
H (-27.13, -18.20, -17.88)
H (-29.09, -18.06, -16.31)
H (-28.25, -19.37, -15.89)
H (-30.90, -19.26, -17.47)
H (-29.88, -20.69, -17.62)
H (-31.36, -21.43, -16.11)
H (-29.73, -21.36, -15.42)
H (-30.03, -19.63, -13.93)
H (-31.60, -19.04, -14.64)
H (-31.46, -20.53, -13.67)